30
Properties=species:S:1:pos:R:3 method="wB97M-V/def2-TZVPD" e_tot_ev=-19637.980 homo_ev=-8.0 gap_ev=6.62
C -3.26 -0.27 0.45
C -2.99 -0.80 -0.97
C -0.56 -0.64 -0.60
C 0.62 -1.35 -0.10
C 1.71 -0.60 0.13
C 1.65 0.87 0.09
C 2.74 1.72 0.38
C 2.61 3.09 0.17
C 1.35 3.67 -0.13
C 0.26 2.87 -0.37
C 0.43 1.45 -0.27
H -2.12 -1.58 1.29
H -3.40 -1.00 2.46
H -2.70 0.64 0.67
H -4.30 0.12 0.49
H -3.11 -0.08 -1.74
H -3.68 -1.59 -1.16
H -1.69 -2.33 -1.25
H 0.77 -2.46 0.01
H 2.70 -1.06 0.30
H 3.62 1.17 0.75
H 3.48 3.70 0.27
H 1.28 4.79 -0.19
H -0.64 3.29 -0.72
H 3.22 -4.64 0.56
N -3.16 -1.34 1.47
N -1.66 -1.33 -1.09
N -0.70 0.64 -0.58
N 3.78 -4.12 -0.12
O 3.75 -2.84 -0.18